# C23H26ClN3O2

One molecule with the formula C23H26ClN3O2 (wB97M-V/def2-TZVPD, OMol25).

## Properties
* SMILES string: COc1ccc(-c2nc(CN3CCN(Cc4cccc(Cl)c4)CC3)c(C)o2)cc1
* electronic energy: -1666.97101 Eh

Geometry (Å):
C1 -3.772 -0.033 7.593
H1 -4.378 0.434 6.810
O1 -3.189 -1.234 7.149
C2 -2.328 -1.193 6.098
C3 -1.964 -0.039 5.408
C4 -1.078 -0.117 4.352
C5 -0.539 -1.340 3.961
C6 -0.906 -2.496 4.655
C7 -1.788 -2.421 5.707
H2 -2.081 -3.304 6.253
H3 -0.492 -3.447 4.358
C8 0.386 -1.396 2.854
N1 0.805 -0.387 2.143
C9 1.662 -0.916 1.220
C10 1.728 -2.269 1.411
O2 0.913 -2.575 2.453
C11 2.476 -3.339 0.710
H4 3.298 -3.701 1.327
H5 1.818 -4.179 0.495
H6 2.869 -2.933 -0.218
C12 2.363 -0.069 0.212
N2 2.260 -0.659 -1.115
C13 3.142 -0.065 -2.099
C14 2.672 1.308 -2.594
N3 1.340 1.178 -3.155
C15 0.422 0.675 -2.147
C16 0.906 -0.686 -1.641
H7 0.234 -1.052 -0.863
H8 0.897 -1.394 -2.475
H9 -0.565 0.563 -2.601
H10 0.330 1.380 -1.301
C17 0.863 2.413 -3.749
C18 -0.360 2.171 -4.592
C19 -0.414 1.061 -5.428
C20 -1.526 0.833 -6.216
C21 -2.598 1.708 -6.191
C22 -2.539 2.813 -5.359
C23 -1.434 3.049 -4.558
H11 -1.413 3.914 -3.913
Cl1 -3.870 3.918 -5.311
H12 -3.468 1.539 -6.805
H13 -1.562 -0.033 -6.861
H14 0.422 0.380 -5.438
H15 0.647 3.184 -2.986
H16 1.659 2.799 -4.395
H17 3.349 1.661 -3.376
H18 2.698 2.037 -1.763
H19 4.147 0.013 -1.679
H20 3.173 -0.746 -2.955
H21 1.946 0.946 0.287
H22 3.427 -0.017 0.465
H23 -0.788 0.770 3.811
H24 -2.364 0.923 5.686
H25 -3.015 0.678 7.939
H26 -4.414 -0.308 8.428

Atoms 1-3, force components in eV/Å:
-0.09 0.20 0.07
0.03 -0.01 0.03
0.17 -0.25 -0.15